Entry 1:
# C5H8N

An isolated ion of composition C5H8N and charge +1 in a non-equilibrium geometry (ωB97M-V/def2-TZVPD, the Open Molecules 2025 dataset).

Structure (ORCA input):
```
! wB97M-V def2-TZVPD RIJCOSX def2/J DEFGRID3
* xyz 1 1
N -1.700 0.027 0.339
C -0.473 -0.068 -0.605
C 0.351 -1.303 0.010
C 1.508 -0.667 0.287
C 1.506 0.868 0.083
C 0.361 1.298 -0.528
H -2.013 -1.026 0.331
H -2.488 0.693 0.063
H -1.308 0.141 1.312
H -0.804 -0.216 -1.615
H 0.323 -2.322 -0.112
H 2.408 -1.104 0.749
H 2.332 1.491 0.406
H -0.004 2.188 -0.720
*
```

The calculation puts the frontier orbital gap at 9.5 eV. For the total energy, the calculation gives -6795.523 eV. The energy above the lowest of the compared OMol25 structures with the same formula, charge and spin comes out at 59.15 kcal/mol. The SMILES is [NH3+]C1C=CC=C1. The HOMO energy comes out at -0.505 hartree.

These are the Mulliken partial charges, in e, on atoms 1 to 8:
1 N -0.44
2 C 0.15
3 C -0.84
4 C -0.22
5 C -0.28
6 C -0.74
7 H 0.39
8 H 0.36



Entry 2:
# C5H8N

C5H8N as an isolated structure in a non-equilibrium geometry (ωB97M-V/def2-TZVPD, the Open Molecules 2025 dataset).

Structure (ORCA input):
```
! wB97M-V def2-TZVPD RIJCOSX def2/J DEFGRID3
* xyz 1 1
C -0.531 0.149 2.079
C 0.763 0.003 2.003
C -0.180 -1.059 -0.279
C 0.216 1.221 -0.204
C 0.047 0.073 0.709
N -0.053 -0.189 -1.460
H -1.385 0.521 2.698
H 1.708 0.063 2.439
H 0.618 -1.761 -0.345
H -1.174 -1.644 -0.205
H -0.568 2.007 -0.305
H 1.250 1.759 -0.459
H 0.513 -0.526 -2.220
H -0.885 0.005 -1.861
*
```

The calculation puts the frontier orbital gap at 9.9 eV. For the total energy, the calculation gives -6793.415 eV. The energy above the lowest of the compared OMol25 structures with the same formula, charge and spin comes out at 107.77 kcal/mol. The HOMO energy comes out at -0.533 hartree.

These are the Mulliken partial charges, in e, on atoms 1 to 8:
1 C -0.45
2 C -0.48
3 C -0.57
4 C -0.37
5 C 0.66
6 N -0.26
7 H 0.34
8 H 0.42



Entry 3:
# C5H8N

An isolated ion of composition C5H8N and charge +1 in a non-equilibrium geometry (ωB97M-V/def2-TZVPD, the Open Molecules 2025 dataset).

Structure (ORCA input):
```
! wB97M-V def2-TZVPD RIJCOSX def2/J DEFGRID3
* xyz 1 1
C 1.793 0.608 0.450
C 0.569 0.277 -0.067
C 0.547 0.314 -1.722
N -0.528 -0.009 0.567
C -1.107 -0.144 1.683
C -1.854 -0.785 0.546
H 1.969 0.494 1.475
H 2.574 0.731 -0.388
H 1.097 -0.537 -1.777
H 1.026 1.240 -2.038
H -0.485 0.285 -2.130
H -0.968 -0.250 2.753
H -1.834 -1.863 0.398
H -2.798 -0.360 0.250
*
```

The calculation puts the frontier orbital gap (alpha / beta) at 8.5 / 8.5 eV. For the total energy, the calculation gives -6793.240 eV. The energy above the lowest of the compared OMol25 structures with the same formula, charge and spin comes out at 111.81 kcal/mol. The SMILES is C=C(C)[N+]1=CC1. The HOMO energy (alpha / beta) comes out at -0.530 / -0.530 hartree.

These are the Mulliken partial charges, in e, on atoms 1 to 8:
1 C -0.84
2 C 0.70
3 C -1.29
4 N 0.13
5 C 0.13
6 C -0.49
7 H 0.36
8 H 0.26



Entry 4:
# C5H8N

An isolated ion of composition C5H8N and charge +1 in a non-equilibrium geometry (ωB97M-V/def2-TZVPD, the Open Molecules 2025 dataset).

Structure (ORCA input):
```
! wB97M-V def2-TZVPD RIJCOSX def2/J DEFGRID3
* xyz 1 1
C -0.104 -2.344 1.382
N -0.024 -1.846 0.241
C -0.996 -0.968 -0.363
C -0.355 0.475 -0.430
C 0.220 1.536 -0.580
C 0.831 2.781 -0.615
H 0.789 -2.739 1.799
H -1.108 -2.148 1.898
H 0.954 -1.953 -0.188
H -2.026 -0.686 0.068
H -1.240 -1.267 -1.388
H 0.153 3.501 -0.369
H 1.131 2.894 -1.573
H 1.776 2.765 0.119
*
```

The calculation puts the frontier orbital gap at 8.5 eV. For the total energy, the calculation gives -6794.185 eV. The energy above the lowest of the compared OMol25 structures with the same formula, charge and spin comes out at 90.02 kcal/mol. The SMILES is C=[NH+]CC#CC. The HOMO energy comes out at -0.502 hartree.

These are the Mulliken partial charges, in e, on atoms 1 to 8:
1 C -0.13
2 N 0.00
3 C -0.63
4 C 0.08
5 C 0.51
6 C -1.40
7 H 0.29
8 H 0.28



Entry 5:
# C5H8N

An isolated ion of composition C5H8N and charge +1 in a non-equilibrium geometry (ωB97M-V/def2-TZVPD, the Open Molecules 2025 dataset).

Structure (ORCA input):
```
! wB97M-V def2-TZVPD RIJCOSX def2/J DEFGRID3
* xyz 1 1
N -2.124 -0.240 -0.079
C -0.736 0.171 0.116
C -0.002 1.259 -0.144
C 1.308 0.634 0.321
C 1.794 -0.547 -0.493
C 0.546 -0.659 0.475
H -2.177 -1.267 -0.130
H -2.511 0.161 -0.946
H -2.705 0.078 0.712
H -0.217 2.249 -0.503
H 1.929 1.126 1.048
H 1.646 -0.575 -1.561
H 2.670 -1.047 -0.121
H 0.579 -1.343 1.306
*
```

The calculation puts the frontier orbital gap at 9.6 eV. For the total energy, the calculation gives -6794.720 eV. The energy above the lowest of the compared OMol25 structures with the same formula, charge and spin comes out at 77.68 kcal/mol. The SMILES is [NH3+]C1=C[C@@H]2C[C@H]12. The HOMO energy comes out at -0.496 hartree.

These are the Mulliken partial charges, in e, on atoms 1 to 8:
1 N -0.19
2 C -0.23
3 C -0.53
4 C -0.01
5 C -0.64
6 C -0.28
7 H 0.39
8 H 0.39



Entry 6:
# C5H8N

A 2-piece molecular cluster, C5H8N overall in a non-equilibrium geometry (ωB97M-V/def2-TZVPD, the Open Molecules 2025 dataset).

Structure (ORCA input):
```
! wB97M-V def2-TZVPD RIJCOSX def2/J DEFGRID3
* xyz 1 1
C -2.585 -0.142 -0.184
C -1.328 -0.102 -0.068
C 0.098 0.250 -0.555
C -0.093 -0.469 0.654
C 0.456 -0.202 -1.950
N 0.306 0.275 1.914
H 0.479 1.649 -0.324
H 0.095 -1.541 0.929
H 1.484 0.022 -2.255
H -0.281 0.271 -2.542
H 0.287 -1.309 -2.088
H -0.299 1.019 2.072
H 1.253 0.589 1.631
H 0.127 -0.312 2.768
*
```

The calculation puts the frontier orbital gap at 9.9 eV. For the total energy, the calculation gives -6790.907 eV. The energy above the lowest of the compared OMol25 structures with the same formula, charge and spin comes out at 165.61 kcal/mol. The HOMO energy comes out at -0.542 hartree.

These are the Mulliken partial charges, in e, on atoms 1 to 8:
1 C -0.10
2 C 0.03
3 C 0.01
4 C -0.17
5 C -1.24
6 N -0.27
7 H 0.25
8 H 0.36



Entry 7:
# C5H8N

An isolated ion of composition C5H8N and charge +1 in a non-equilibrium geometry (ωB97M-V/def2-TZVPD, the Open Molecules 2025 dataset).

Structure (ORCA input):
```
! wB97M-V def2-TZVPD RIJCOSX def2/J DEFGRID3
* xyz 1 1
C -2.074 -2.414 0.422
C -1.273 -1.427 0.646
C -0.593 -0.248 0.546
C 0.463 0.299 -0.483
C 0.916 1.674 -0.943
N 1.578 1.087 0.197
H -1.889 -3.383 0.773
H -3.079 -2.128 0.084
H -0.554 0.525 1.351
H 0.814 -0.533 -1.119
H 1.462 1.815 -1.795
H 0.202 2.427 -0.869
H 1.413 1.548 1.166
H 2.614 0.759 0.022
*
```

The calculation puts the frontier orbital gap at 10.2 eV. For the total energy, the calculation gives -6793.969 eV. The energy above the lowest of the compared OMol25 structures with the same formula, charge and spin comes out at 95.00 kcal/mol. The SMILES is C=C=C[C@H]1C[NH2+]1. The HOMO energy comes out at -0.507 hartree.

These are the Mulliken partial charges, in e, on atoms 1 to 8:
1 C -0.59
2 C -0.07
3 C -0.26
4 C 0.21
5 C -0.48
6 N -0.31
7 H 0.29
8 H 0.25



Entry 8:
# C5H8N

An isolated ion of composition C5H8N and charge +1 in a non-equilibrium geometry (ωB97M-V/def2-TZVPD, the Open Molecules 2025 dataset).

Structure (ORCA input):
```
! wB97M-V def2-TZVPD RIJCOSX def2/J DEFGRID3
* xyz 1 1
C -1.116 1.816 1.015
C -0.630 0.543 1.202
C -0.001 -0.850 -0.478
C -0.485 0.563 -0.487
C 1.057 -1.309 -1.473
N 0.515 0.158 0.460
H -2.233 2.107 1.178
H -0.435 2.481 0.692
H -1.271 -0.112 1.808
H -0.504 -1.546 0.140
H 1.604 -1.953 -0.786
H 1.541 -0.492 -1.809
H 0.526 -1.930 -2.138
H 1.432 0.524 0.677
*
```

The calculation puts the frontier orbital gap at 9.1 eV. For the total energy, the calculation gives -6791.105 eV. The energy above the lowest of the compared OMol25 structures with the same formula, charge and spin comes out at 161.04 kcal/mol. The HOMO energy comes out at -0.524 hartree.

These are the Mulliken partial charges, in e, on atoms 1 to 8:
1 C -0.28
2 C -0.13
3 C 0.37
4 C -0.42
5 C -1.28
6 N -0.04
7 H 0.28
8 H 0.33